(1)
{
  "formula": "C5H8N",
  "method": "ωB97M-V/def2-TZVPD",
  "elements": ["C", "C", "C", "C", "C", "N", "H", "H", "H", "H", "H", "H", "H", "H"],
  "positions_angstrom": [[-1.667824, 0.940773, -0.734998], [-0.066609, -1.149303, -0.580706], [-2.221910, 0.147190, 0.407063], [0.448076, -0.097943, 0.338736], [1.410209, 0.863158, -0.303741], [-0.901015, -0.056922, -0.154231], [-0.497920, -2.134399, -0.287555], [0.343111, -1.214796, -1.642365], [-2.146314, 0.650895, 1.370778], [-2.789129, -0.829991, 0.113276], [0.393264, -0.411702, 1.406309], [1.046895, 1.005497, -1.371689], [2.438071, 0.499482, -0.146221], [1.370071, 1.890865, 0.321469]],
  "forces_ev_per_a": [[-0.6, 0.6, -0.6], [0.8, -2.5, -1.5], [-0.1, -2.4, -1.0], [1.4, -1.6, 0.7], [-0.6, 2.5, 1.6], [-1.1, 1.2, -0.3], [0.6, 0.9, 0.3], [-0.9, 0.7, 1.4], [-0.8, -0.4, 0.1], [0.1, 2.3, 1.1], [0.6, 0.7, -0.8], [1.1, 0.0, 1.3], [-0.4, 0.0, -0.6], [0.0, -2.1, -1.7]],
  "homo_energy_ev": -15.58,
  "orbital_gap_ev": 9.25,
  "multiplicity": 1,
  "relative_energy_kj_mol": 658.0,
  "total_energy_ha": -249.574525,
  "charge": 1,
  "lumo_ev": -6.322
}



(2)
{
  "formula": "C4H13NO2",
  "method": "ωB97M-V/def2-TZVPD",
  "elements": ["C", "C", "C", "C", "N", "H", "H", "H", "H", "H", "H", "H", "H", "H", "H", "H", "O", "H", "H", "O"],
  "positions_angstrom": [[-1.601786, 0.324101, -1.005220], [-0.339573, 0.533448, -0.170527], [0.589271, -0.659272, -0.370157], [1.914036, -0.399138, 1.531327], [1.931864, -0.521471, 0.265574], [-2.379665, 1.049339, -0.742114], [-2.013860, -0.677081, -1.071375], [-1.321390, 0.596029, -2.037375], [0.026462, 1.533716, -0.401110], [-0.619056, 0.520161, 0.887379], [0.132632, -1.629637, -0.121258], [0.919180, -0.778417, -1.402707], [1.050533, -0.372629, 2.201099], [2.833489, -0.086928, 2.048884], [2.404876, 1.136569, -0.407859], [3.187132, 2.345572, -1.029051], [2.321351, 1.918133, -0.994030], [-3.679933, -1.935943, 0.709813], [-2.354252, -1.222242, 0.781093], [-3.001308, -1.674310, 1.327614]],
  "forces_ev_per_a": [[0.2, 1.2, -1.2], [-1.1, -1.0, 0.7], [1.6, -0.2, -1.0], [0.8, 0.9, 0.0], [-1.1, 0.1, 1.7], [0.0, -0.3, 0.2], [0.0, -0.2, 0.3], [-0.2, -0.3, 0.2], [0.6, -0.4, 0.0], [0.0, 0.2, 0.1], [-0.1, 0.4, 0.4], [-0.7, 0.2, -0.4], [-0.3, -0.4, -0.4], [0.0, -0.5, -0.3], [0.3, 0.4, -0.5], [-0.2, -0.2, 0.1], [0.2, 0.1, 0.1], [-0.4, -0.1, -0.2], [0.1, 0.1, 0.0], [0.2, 0.0, 0.3]],
  "homo_energy_ev": -10.14,
  "orbital_gap_ev": 10.94,
  "multiplicity": 1,
  "relative_energy_kj_mol": 136.9,
  "total_energy_ha": -365.390336,
  "charge": 0,
  "lumo_ev": 0.803,
  "smiles": "C=NCCC.O.O"
}



(3)
{
  "formula": "C18H38N3OPSSiV",
  "method": "ωB97M-V/def2-TZVPD",
  "elements": ["V", "Si", "P", "N", "H", "C", "H", "H", "H", "C", "H", "H", "H", "C", "H", "H", "H", "C", "H", "H", "H", "H", "H", "C", "C", "C", "C", "C", "C", "H", "H", "H", "H", "H", "C", "O", "C", "H", "H", "H", "C", "H", "H", "H", "C", "C", "N", "C", "S", "N", "C", "C", "H", "H", "H", "H", "H", "H", "H", "H", "H", "H", "H", "H"],
  "positions_angstrom": [[-0.547967, 0.282364, -0.220901], [0.176235, -1.696499, -1.699916], [0.433875, 0.601106, -2.360529], [-2.219831, 0.345090, -0.347364], [3.598599, -0.799129, 2.355216], [0.501164, 2.146222, -1.326517], [0.586525, 2.911083, -2.115150], [1.372524, 2.234526, -0.661619], [-0.445853, 2.350114, -0.770176], [2.027002, 0.527492, -3.208469], [2.099868, 1.397313, -3.878268], [2.100665, -0.392473, -3.809768], [2.848730, 0.549560, -2.476218], [-0.831740, 0.923317, -3.637788], [-0.397286, 1.574720, -4.411431], [-1.715122, 1.408035, -3.197638], [-1.140740, -0.026476, -4.096007], [1.820584, -2.547028, -1.375122], [2.050479, -2.527042, -0.304273], [2.649726, -2.091362, -1.927376], [1.705466, -3.586727, -1.711510], [-0.824780, -2.132157, -0.671186], [-0.285896, -2.218679, -2.999882], [-3.541833, 0.156653, -0.475592], [-5.804942, 0.936926, -0.016577], [-4.446956, 1.050084, 0.184429], [-4.091469, -0.944428, -1.207778], [-5.449844, -1.043474, -1.398589], [-6.314241, -0.089984, -0.826369], [-6.483880, 1.648680, 0.469198], [-4.031589, 1.797281, 0.865703], [-3.412051, -1.730477, -1.578463], [-5.867138, -1.870396, -1.986110], [-7.387351, -0.147563, -1.015168], [3.730175, -0.142993, 1.520536], [2.526376, 0.026050, 0.825516], [4.185799, 1.196487, 2.105403], [4.684257, 1.771662, 1.328634], [4.910473, 1.058182, 2.913124], [3.333171, 1.777778, 2.471702], [4.766215, -0.772154, 0.586373], [5.450185, -0.006841, 0.235104], [4.268872, -1.231775, -0.267406], [5.364186, -1.532410, 1.088005], [-1.086142, -2.258828, 6.266253], [-0.014096, -1.516686, 5.488161], [-0.563441, -1.129384, 4.162657], [0.059079, -0.192921, 3.396255], [0.347434, -0.634619, 1.740450], [0.486354, 0.952285, 3.948810], [-0.232771, 1.608034, 5.068032], [0.724475, 2.164598, 6.112442], [-1.965987, -1.619229, 6.418294], [-0.676604, -2.527332, 7.245695], [-1.403446, -3.180013, 5.760898], [0.287604, -0.612954, 6.020276], [0.886716, -2.146393, 5.362251], [-0.814383, -1.936054, 3.601376], [0.947222, 1.588378, 3.308989], [-0.829408, 2.423066, 4.631647], [-0.920396, 0.872973, 5.491958], [1.208653, 3.073473, 5.730075], [0.175763, 2.443957, 7.023173], [1.501428, 1.441391, 6.396925]],
  "forces_ev_per_a": [[0.6, 0.2, -0.7], [0.5, -1.7, 1.6], [-1.3, 1.0, 1.1], [1.0, 0.3, -0.3], [-0.3, -0.9, 1.0], [0.8, 0.7, -0.9], [-0.2, 0.1, 0.6], [-0.2, -0.3, -0.1], [0.2, -0.2, -0.1], [0.4, 0.0, -0.2], [0.0, -0.2, 0.2], [-0.1, 0.3, 0.2], [-0.3, -0.1, -0.1], [0.2, 0.2, -0.3], [-0.2, -0.2, 0.1], [0.4, -0.2, 0.0], [0.1, 0.3, 0.1], [-0.2, -0.2, -0.1], [0.0, 0.2, -0.2], [-0.1, -0.1, 0.2], [0.2, 0.1, 0.1], [-0.1, -0.3, -0.3], [-0.2, 0.5, -0.3], [-2.1, -0.4, 0.3], [-0.6, -0.3, -0.2], [0.9, -0.5, -0.4], [1.0, 0.4, 0.3], [-0.9, 0.3, 0.2], [0.1, 0.0, -0.2], [0.2, -0.4, -0.2], [-0.1, -0.2, -0.4], [-0.3, 0.6, 0.1], [0.2, 0.3, 0.3], [0.3, 0.0, 0.1], [-1.3, 0.9, -1.7], [0.6, 0.5, -0.3], [0.4, -0.1, 0.0], [0.0, 0.3, -0.2], [0.0, 0.1, 0.1], [0.1, -0.2, 0.0], [0.4, 0.0, 0.3], [0.2, 0.1, -0.3], [-0.1, 0.0, 0.1], [0.2, -0.1, 0.0], [0.1, 0.1, 0.3], [-0.2, -0.1, -0.4], [0.8, -0.2, 0.8], [-0.5, -0.7, -2.3], [-0.2, -0.2, 2.0], [-0.4, 0.5, 0.4], [0.2, -0.1, -0.4], [0.0, 0.2, 0.2], [0.2, -0.2, -0.1], [-0.2, -0.1, -0.1], [0.1, 0.2, 0.1], [0.0, -0.2, -0.1], [-0.3, 0.3, 0.0], [-0.1, 0.2, 0.0], [0.0, -0.3, -0.1], [0.0, -0.2, 0.2], [0.1, 0.3, -0.1], [0.0, -0.3, 0.1], [0.1, 0.0, -0.3], [-0.2, 0.2, -0.2]],
  "s_squared": 0.796,
  "homo_energy_ev": [-5.78, -5.76],
  "orbital_gap_ev": [6.02, 6.07],
  "multiplicity": 2,
  "total_energy_ha": -2920.987474,
  "charge": 0,
  "lumo_ev": [0.241, 0.307]
}



(4)
{
  "formula": "C5H10S",
  "method": "ωB97M-V/def2-TZVPD",
  "elements": ["C", "C", "C", "C", "C", "H", "H", "H", "H", "H", "H", "H", "H", "H", "H", "S"],
  "positions_angstrom": [[0.461061, 1.510843, 0.213157], [0.654879, 0.005107, -0.046575], [2.046671, -0.416266, -0.491316], [-0.373376, -0.891056, 0.115744], [-1.640688, -0.554671, 0.783932], [-0.383086, 1.764625, 0.763885], [1.313722, 2.036900, 0.656200], [0.457515, 1.729593, -0.844879], [2.071091, -0.697551, -1.557209], [2.332760, -1.215268, 0.170126], [2.723530, 0.379375, -0.381671], [-0.263091, -1.929922, -0.299299], [-2.254818, -1.414782, 1.100952], [-1.595554, 0.250169, 1.518750], [-2.876216, -0.880408, -1.198477], [-2.674406, 0.323316, -0.503325]],
  "forces_ev_per_a": [[2.2, -1.9, -1.0], [-1.2, -0.9, 1.4], [-1.7, -0.5, -0.7], [2.6, 0.1, -0.2], [-1.3, 0.7, -1.1], [-1.7, 0.5, 0.4], [0.1, -0.4, -0.1], [-0.6, 1.4, -0.3], [0.0, -0.3, 0.4], [0.4, -0.5, -0.1], [0.9, 1.1, 0.2], [0.0, 1.0, 0.6], [0.6, 0.5, 0.2], [0.3, -0.6, 0.4], [0.1, 1.4, 0.4], [-0.7, -1.7, -0.7]],
  "homo_energy_ev": -8.19,
  "orbital_gap_ev": 9.10,
  "multiplicity": 1,
  "relative_energy_kj_mol": 135.6,
  "total_energy_ha": -594.643421,
  "charge": 0,
  "lumo_ev": 0.904,
  "smiles": "CC(C)=CCS"
}



(5)
{
  "formula": "C22H63N3O8",
  "method": "ωB97M-V/def2-TZVPD",
  "elements": ["C", "C", "C", "O", "C", "N", "H", "H", "H", "H", "H", "H", "H", "H", "H", "H", "H", "C", "C", "C", "O", "C", "N", "H", "H", "H", "H", "H", "H", "H", "H", "H", "H", "H", "C", "C", "C", "O", "C", "N", "H", "H", "H", "H", "H", "H", "H", "H", "H", "H", "H", "C", "C", "O", "H", "H", "H", "H", "H", "H", "C", "C", "O", "H", "H", "H", "H", "H", "H", "C", "C", "O", "H", "H", "H", "H", "H", "H", "C", "C", "O", "H", "H", "H", "H", "H", "H", "C", "C", "O", "H", "H", "H", "H", "H", "H"],
  "positions_angstrom": [[-1.744992, 2.460030, -2.026554], [-1.487772, 1.908826, -3.427858], [-0.009481, 2.114949, -3.828664], [0.319971, 3.502010, -3.674124], [1.681949, 3.766842, -3.924524], [-1.732776, 0.491099, -3.360461], [-2.811416, 2.604527, -1.853490], [-1.272383, 3.420434, -1.820721], [-1.482609, 1.819681, -1.184413], [-2.163957, 2.336851, -4.167897], [0.024286, 1.807592, -4.873888], [0.556453, 1.449127, -3.177118], [1.883470, 4.826668, -4.080320], [1.974517, 3.220222, -4.821018], [2.284528, 3.427536, -3.081989], [-2.727655, 0.402807, -3.210413], [-1.471572, 0.143255, -4.271992], [4.779796, -0.397659, 3.151205], [3.670141, -0.132978, 4.161659], [2.519882, -1.225068, 3.991625], [1.617395, -0.845119, 2.905959], [0.634687, -1.830301, 2.637692], [4.321074, -0.290581, 5.419804], [5.656104, 0.215024, 3.362859], [4.560621, -0.227015, 2.097194], [5.167149, -1.416130, 3.123306], [3.289893, 0.887139, 4.108037], [1.877205, -1.141755, 4.868053], [2.896187, -2.248037, 3.986618], [0.079548, -1.467908, 1.772473], [0.020855, -2.014221, 3.519437], [1.148895, -2.754683, 2.374616], [3.686430, -0.459091, 6.187218], [4.833014, -1.157509, 5.339502], [-4.537842, -0.020469, 2.198339], [-4.340199, 0.027629, 0.673131], [-3.235881, -0.892088, 0.145198], [-3.109358, -1.016925, -1.281310], [-2.203262, -1.956962, -1.606334], [-5.690688, -0.315757, 0.082022], [-5.361544, 0.537685, 2.643406], [-3.633364, 0.255265, 2.740553], [-4.767537, -1.047466, 2.482280], [-4.199785, 1.069701, 0.385943], [-3.484138, -1.883673, 0.523649], [-2.267977, -0.717961, 0.615261], [-2.204630, -2.014338, -2.694813], [-2.494365, -2.946327, -1.253465], [-1.180756, -1.788845, -1.268220], [-6.470841, 0.212542, 0.445830], [-5.588679, -0.140251, -0.907369], [2.626468, -0.900032, -4.790245], [1.349011, -0.734192, -3.926006], [1.788806, -0.728309, -2.567338], [3.294780, -1.707767, -4.491883], [3.280427, -0.032547, -4.701318], [2.353758, -1.141555, -5.817569], [0.605419, -1.527188, -4.005578], [0.784614, 0.173227, -4.140834], [1.060035, -0.482570, -1.992792], [3.083142, 1.348835, 1.985837], [3.046619, 1.437357, 0.475269], [3.621112, 2.680817, 0.067573], [2.355164, 0.653689, 2.404066], [2.788586, 2.317225, 2.390260], [4.068055, 1.166502, 2.415741], [2.039223, 1.310375, 0.078878], [3.637259, 0.682081, -0.043189], [4.015074, 2.534178, -0.795495], [0.277327, -0.511624, 0.178057], [-0.382657, 0.463768, -0.853045], [-0.222486, -0.132653, -2.120513], [0.132650, 0.000368, 1.129384], [1.354281, -0.626903, 0.055779], [-0.261405, -1.452197, 0.292918], [0.042094, 1.458991, -0.721833], [-1.458682, 0.509941, -0.685195], [-0.800025, 0.322550, -2.737646], [-0.971497, 2.472304, 1.292927], [-2.171429, 1.641546, 1.030079], [-3.046580, 1.868741, 2.101017], [-1.236180, 3.529392, 1.268228], [-0.219519, 2.220854, 0.544992], [-0.459538, 2.229292, 2.224017], [-1.894890, 0.593940, 1.149009], [-2.601794, 1.918725, 0.067760], [-2.795897, 1.362533, 2.877233], [-0.590989, -3.439818, 1.974830], [-0.615538, -4.322918, 0.764637], [-1.838207, -4.119322, 0.119326], [-1.266558, -3.781237, 2.759149], [-0.758326, -2.387620, 1.744681], [0.425946, -3.494562, 2.363358], [-0.544536, -5.357396, 1.100646], [0.223272, -4.038061, 0.129542], [-1.924979, -4.537082, -0.740629]],
  "forces_ev_per_a": [[-1.1, 1.2, 0.3], [0.4, 2.0, 0.6], [-1.2, 1.5, 0.4], [-0.6, -0.5, -0.1], [0.2, -0.6, -0.1], [-5.7, 2.4, -5.9], [-0.3, 0.2, -0.4], [0.0, 0.1, -0.4], [-0.3, 1.2, -1.8], [0.2, 0.6, 0.0], [0.7, 0.1, -0.3], [0.6, 0.8, -0.1], [-0.5, 0.0, 0.1], [0.3, 0.0, -0.1], [0.2, -0.1, 0.1], [-0.1, -0.8, 0.2], [-0.5, -0.7, -0.4], [1.1, -0.6, -1.0], [-0.5, -1.9, -0.7], [-1.1, 2.6, 0.0], [0.9, -0.8, 1.2], [4.2, 3.8, 1.4], [0.5, -0.7, 1.2], [0.0, 0.2, 0.2], [-0.1, -0.6, 0.4], [-0.2, -0.4, 0.8], [-0.2, -0.4, 0.1], [0.1, -0.1, 0.5], [0.2, -0.1, -0.7], [1.8, 0.5, 2.0], [-0.1, 0.1, 0.1], [2.4, 3.0, 0.3], [-0.3, 0.3, 0.1], [0.5, -0.1, 0.4], [0.4, -2.1, 0.4], [-2.5, 1.2, -0.2], [-1.0, -1.8, 0.4], [-1.9, 3.0, 1.8], [1.0, -2.7, -1.4], [1.4, -1.1, -0.4], [0.1, 0.5, -0.7], [-1.0, -1.3, -0.1], [-0.1, -0.4, -0.1], [0.3, -0.3, 0.1], [-0.3, -0.4, 0.0], [-0.3, -0.1, -0.4], [0.3, 0.1, -0.2], [-0.4, 0.5, -0.2], [-0.5, 0.0, -0.1], [0.4, 0.3, 0.2], [-0.5, -0.1, -0.2], [-0.7, -0.2, 0.1], [1.3, -0.6, 1.2], [4.5, -0.9, -1.6], [-0.5, -0.3, 0.5], [-0.4, 0.3, -0.3], [0.1, 0.5, -0.2], [0.1, -0.6, -0.6], [0.8, -0.5, -0.6], [-0.2, -0.1, -0.7], [-0.5, 1.7, -0.4], [0.6, 0.0, -0.1], [-0.1, 0.3, -0.1], [0.5, 0.3, -0.8], [-0.2, 0.4, -0.2], [-0.9, 1.2, -1.0], [-0.1, 0.4, 0.1], [0.0, -0.6, 0.3], [0.0, 0.2, 0.0], [-1.0, 2.1, -0.2], [1.2, -3.7, 0.5], [2.9, -0.5, 6.8], [0.4, 0.3, 0.0], [-0.2, -0.3, -0.1], [0.3, 0.1, -1.1], [0.5, -0.6, -0.7], [0.6, -0.6, 0.4], [-0.5, -0.8, 0.4], [1.5, 0.4, -0.6], [1.2, 0.2, 2.5], [-0.7, 2.7, 0.2], [0.2, 0.0, 0.0], [0.0, 1.0, 0.4], [-0.4, 0.0, 0.3], [0.1, 0.8, -0.6], [-0.4, -0.3, 0.7], [0.6, 0.7, -0.3], [-2.5, -3.7, -0.7], [-0.3, -0.1, 0.4], [-0.9, -0.2, 0.1], [-0.4, -0.1, -0.2], [-1.8, -2.4, -0.4], [-3.1, -3.0, -0.5], [0.4, -0.2, -0.2], [0.2, -0.2, -0.3], [0.5, -0.4, 0.1]],
  "homo_energy_ev": -8.65,
  "orbital_gap_ev": 9.13,
  "multiplicity": 1,
  "relative_energy_kj_mol": 1458.6,
  "total_energy_ha": -1641.538098,
  "charge": 0,
  "lumo_ev": 0.478
}



(6)
{
  "formula": "C2H3NO2S",
  "method": "ωB97M-V/def2-TZVPD",
  "elements": ["C", "C", "H", "H", "H", "N", "O", "O", "S"],
  "positions_angstrom": [[0.068087, 0.557151, 0.040359], [-1.304420, 0.574884, -0.016973], [2.674284, -0.954297, -0.092592], [0.620510, 1.473833, 0.141084], [-1.017716, -1.805779, 0.261781], [0.896357, -0.428171, -0.189357], [2.133971, -0.051674, -0.007379], [-1.946297, 1.602850, -0.090634], [-2.124778, -0.968793, -0.046290]],
  "forces_ev_per_a": [[6.1, -0.5, -0.6], [-3.5, -0.1, -0.5], [-1.5, 3.0, 0.2], [-0.4, 0.9, 0.5], [-1.3, 1.2, -0.5], [-4.2, 0.0, 0.6], [3.9, -2.6, -0.2], [0.2, -0.2, 0.1], [0.6, -1.6, 0.4]],
  "homo_energy_ev": -10.00,
  "orbital_gap_ev": 9.54,
  "multiplicity": 1,
  "relative_energy_kj_mol": 309.2,
  "total_energy_ha": -681.341541,
  "charge": 0,
  "lumo_ev": -0.462,
  "smiles": "O=C(S)/C=N/O"
}